(1)
Density functional theory data (ωB97M-V/def2-TZVPD) for a cluster of 8 separate species, C24H58BrN8O7 in total in a non-equilibrium geometry.

For the HOMO energy, the calculation gives -10.2 eV. The total charge is +1. Its LUMO energy is -3.1 eV. For the total energy, the calculation gives -4487.7176 a.u. The energy above the lowest of the compared OMol25 structures with the same formula, charge and spin is 1.7358 eV. As for the HOMO-LUMO gap: 7.1 eV.

Geometry (Å):
C: -3.801 -5.413 -0.610
C: -2.796 -4.126 -0.466
C: -1.216 -4.497 -0.234
N: -0.916 -4.859 1.235
Br: -0.520 -5.997 -1.359
H: -4.940 -5.056 -0.604
H: -3.584 -6.201 0.251
H: -3.603 -5.876 -1.690
H: -3.112 -3.425 0.447
H: -2.895 -3.495 -1.463
H: -0.582 -3.528 -0.509
H: 0.084 -5.165 1.357
H: -1.102 -4.065 1.888
H: -1.559 -5.674 1.469
C: -5.173 -1.357 -1.551
O: -5.360 -2.089 -0.587
N: -4.304 -0.288 -1.584
C: -4.139 0.532 -2.767
C: -3.531 0.028 -0.402
H: -5.710 -1.508 -2.502
H: -3.095 0.485 -3.087
H: -4.402 1.565 -2.520
H: -4.781 0.183 -3.580
H: -2.915 -0.837 -0.138
H: -4.215 0.237 0.426
H: -2.890 0.896 -0.579
C: 4.228 -8.614 -0.129
O: 4.900 -9.636 -0.065
N: 3.639 -8.115 -1.271
C: 2.857 -6.897 -1.263
C: 3.806 -8.831 -2.519
H: 4.039 -7.993 0.762
H: 1.842 -7.127 -1.600
H: 3.317 -6.178 -1.947
H: 2.814 -6.463 -0.261
H: 3.405 -9.843 -2.405
H: 4.873 -8.899 -2.750
H: 3.284 -8.318 -3.331
C: -1.717 3.641 -1.742
O: -2.760 3.009 -1.634
N: -0.846 3.928 -0.712
C: 0.371 4.684 -0.922
C: -1.157 3.460 0.623
H: -1.385 4.043 -2.713
H: 1.225 4.067 -0.629
H: 0.338 5.585 -0.303
H: 0.479 4.973 -1.971
H: -1.237 2.369 0.608
H: -2.119 3.879 0.932
H: -0.379 3.763 1.328
C: 2.329 3.202 -4.184
O: 1.885 3.133 -3.045
N: 3.110 4.226 -4.677
C: 3.597 4.233 -6.040
C: 3.454 5.330 -3.805
H: 2.127 2.415 -4.929
H: 4.691 4.255 -6.024
H: 3.219 5.126 -6.546
H: 3.264 3.345 -6.583
H: 3.998 4.943 -2.939
H: 2.534 5.809 -3.458
H: 4.073 6.060 -4.333
C: 2.022 8.146 -0.881
O: 2.230 7.717 -2.008
N: 2.990 8.567 0.006
C: 2.661 9.064 1.325
C: 4.381 8.511 -0.394
H: 1.000 8.231 -0.477
H: 3.027 10.090 1.418
H: 3.148 8.431 2.072
H: 1.581 9.051 1.493
H: 4.520 9.127 -1.287
H: 4.641 7.476 -0.636
H: 5.028 8.875 0.409
C: 0.110 -2.988 4.656
O: -0.809 -2.749 3.883
N: 1.421 -3.215 4.293
C: 2.452 -3.492 5.271
C: 1.779 -3.177 2.891
H: -0.052 -3.040 5.745
H: 3.227 -2.724 5.194
H: 2.885 -4.474 5.059
H: 2.044 -3.491 6.285
H: 1.535 -2.189 2.488
H: 1.195 -3.930 2.353
H: 2.846 -3.375 2.759
C: -3.007 0.530 2.793
O: -3.073 1.551 2.120
N: -3.816 0.227 3.867
C: -3.675 -1.005 4.614
C: -4.842 1.170 4.263
H: -2.262 -0.254 2.578
H: -4.614 -1.563 4.557
H: -3.453 -0.762 5.657
H: -2.866 -1.620 4.209
H: -5.524 1.328 3.422
H: -4.370 2.124 4.516
H: -5.400 0.795 5.125

Here are the Mulliken charges for atoms 1 to 4, given in e: C -0.94; C -0.24; C -0.30; N -0.09

---

(2)
Density functional theory data (ωB97M-V/def2-TZVPD) for a cluster of 6 separate species, C24H58N6O4 in total in a non-equilibrium geometry.

For the HOMO energy, the calculation gives -8.4 eV. The total charge is 0. Its LUMO energy is 0.3 eV. For the total energy, the calculation gives -1578.6380 a.u. The energy above the lowest of the compared OMol25 structures with the same formula, charge and spin is 0.0000 eV. As for the HOMO-LUMO gap: 8.8 eV. Its SMILES is CCN(CC)CC.CCN(CC)CC.CN(C)C=O.CN(C)C=O.CN(C)C=O.CN(C)C=O.

Geometry (Å):
C: 1.669 -0.078 -1.964
C: 2.075 0.830 -0.827
N: 2.104 0.157 0.481
C: 0.673 -0.072 0.853
C: 0.512 -1.480 1.415
C: 2.703 1.059 1.473
C: 2.077 2.437 1.746
H: 1.976 -1.105 -1.717
H: 2.202 0.170 -2.880
H: 0.622 -0.303 -2.176
H: 3.082 1.205 -1.055
H: 1.535 1.787 -0.859
H: 0.305 0.553 1.667
H: -0.014 0.048 0.014
H: -0.498 -1.625 1.802
H: 0.855 -2.366 0.880
H: 1.205 -1.505 2.268
H: 3.706 1.306 1.112
H: 2.763 0.582 2.456
H: 1.911 2.988 0.819
H: 2.691 2.935 2.496
H: 1.071 2.453 2.182
C: -5.638 0.160 -2.503
C: -5.633 -0.618 -1.185
N: -4.272 -1.035 -0.793
C: -3.298 0.042 -0.581
C: -3.869 1.178 0.292
C: -3.808 -2.134 -1.597
C: -2.610 -2.876 -0.985
H: -5.406 1.213 -2.343
H: -6.556 0.138 -3.097
H: -4.906 -0.290 -3.178
H: -6.021 0.008 -0.384
H: -6.186 -1.548 -1.293
H: -2.410 -0.394 -0.138
H: -3.129 0.582 -1.523
H: -4.679 1.728 -0.178
H: -4.157 0.819 1.281
H: -3.017 1.854 0.402
H: -3.546 -2.013 -2.662
H: -4.537 -2.952 -1.592
H: -2.408 -3.751 -1.606
H: -2.862 -3.114 0.048
H: -1.668 -2.319 -1.018
C: 0.024 -3.574 5.552
N: 1.121 -2.815 6.128
C: 1.926 -2.077 5.156
C: 1.364 -2.758 7.461
O: 2.334 -2.270 7.999
H: -0.356 -4.249 6.317
H: 0.320 -4.137 4.666
H: -0.735 -2.872 5.190
H: 2.679 -2.671 4.641
H: 1.230 -1.559 4.499
H: 2.462 -1.339 5.758
H: 0.601 -3.314 8.039
C: -1.962 -2.439 -6.233
N: -1.966 -1.048 -5.821
C: -2.375 -0.101 -6.852
C: -1.336 -0.642 -4.705
O: -1.159 0.490 -4.308
H: -1.542 -3.080 -5.457
H: -1.450 -2.541 -7.186
H: -2.997 -2.797 -6.282
H: -1.928 -0.286 -7.827
H: -3.464 -0.155 -6.895
H: -2.130 0.917 -6.558
H: -1.056 -1.488 -4.054
C: 6.277 -1.949 0.327
N: 6.441 -2.179 -1.108
C: 5.391 -1.627 -1.995
C: 7.391 -2.984 -1.620
O: 7.650 -3.090 -2.800
H: 7.223 -2.154 0.814
H: 5.413 -2.528 0.675
H: 5.916 -0.934 0.498
H: 4.739 -1.085 -1.316
H: 5.858 -0.966 -2.722
H: 4.899 -2.469 -2.477
H: 7.891 -3.541 -0.804
C: -0.892 5.379 1.538
N: -0.873 6.679 2.219
C: 0.292 6.977 3.008
C: -2.065 7.320 2.400
O: -2.175 8.419 2.897
H: -0.293 4.606 2.023
H: -0.437 5.601 0.572
H: -1.863 4.905 1.415
H: 0.330 8.004 3.348
H: 0.384 6.287 3.859
H: 1.209 6.722 2.466
H: -2.923 6.756 2.002

Here are the Mulliken charges for atoms 1 to 4, given in e: C -1.34; C -0.60; N 0.46; C 0.00

---

(3)
Density functional theory data (ωB97M-V/def2-TZVPD) for a cluster of 4 separate species, C24H58O13P3S in total in a non-equilibrium geometry.

For the HOMO energy, the calculation gives -10.9 eV. The total charge is +1. Its LUMO energy is -4.9 eV. For the total energy, the calculation gives -3349.0030 a.u. As for the HOMO-LUMO gap: 6.0 eV.

Geometry (Å):
C: 2.232 0.375 3.971
C: 1.260 1.501 4.011
S: 0.375 2.273 2.552
O: -1.311 2.022 2.586
C: -1.891 2.264 3.916
C: -2.653 0.883 4.371
C: -1.683 -0.433 4.495
C: -1.312 -1.160 3.071
H: 3.025 0.331 4.861
H: 2.274 -0.488 3.182
H: 1.055 1.988 5.080
H: 0.820 1.523 1.417
H: -2.746 3.084 3.769
H: -1.155 2.710 4.709
H: -3.609 0.710 3.678
H: -3.098 1.070 5.462
H: -2.272 -1.233 5.143
H: -0.685 -0.206 5.080
H: -1.676 -0.588 2.113
H: -1.713 -2.271 2.985
H: -0.120 -1.170 3.008
O: 4.370 -0.139 -2.924
P: 4.808 -0.593 -1.510
O: 4.347 -2.172 -1.720
C: 4.983 -2.953 -2.713
C: 6.331 -3.450 -2.234
O: 3.428 -0.082 -0.734
C: 2.631 0.959 -1.274
C: 1.504 0.382 -2.113
O: 5.297 -1.100 0.070
C: 6.680 -1.096 0.378
C: 7.447 0.054 -0.245
H: 5.088 -2.394 -3.647
H: 4.333 -3.808 -2.916
H: 7.036 -2.621 -2.145
H: 6.749 -4.176 -2.936
H: 6.245 -3.921 -1.248
H: 3.241 1.668 -1.842
H: 2.202 1.515 -0.434
H: 1.876 -0.294 -2.890
H: 0.930 1.180 -2.594
H: 0.827 -0.209 -1.489
H: 7.115 -2.055 0.086
H: 6.763 -1.030 1.467
H: 7.461 -0.024 -1.336
H: 8.483 0.057 0.105
H: 6.983 1.013 0.008
O: 2.929 -5.524 -6.030
P: 1.874 -6.544 -6.523
O: 0.786 -5.393 -7.016
C: 1.143 -4.504 -8.057
C: 1.000 -5.166 -9.411
O: 1.202 -6.827 -5.028
C: 1.951 -6.621 -3.842
C: 1.692 -5.232 -3.287
O: 0.694 -7.684 -7.073
C: 1.010 -8.484 -8.199
C: 2.463 -8.910 -8.266
H: 2.159 -4.124 -7.919
H: 0.464 -3.649 -7.997
H: 1.757 -5.943 -9.540
H: 1.125 -4.435 -10.215
H: 0.017 -5.639 -9.513
H: 3.017 -6.801 -4.012
H: 1.619 -7.365 -3.110
H: 1.881 -4.451 -4.031
H: 2.323 -5.039 -2.413
H: 0.644 -5.128 -2.991
H: 0.720 -7.953 -9.109
H: 0.379 -9.377 -8.141
H: 3.122 -8.049 -8.411
H: 2.623 -9.601 -9.098
H: 2.767 -9.400 -7.334
O: -6.648 5.320 5.508
P: -6.282 6.778 5.137
O: -4.866 6.791 6.001
C: -3.824 5.906 5.634
C: -3.057 6.435 4.440
O: -7.232 7.491 6.301
C: -8.367 6.823 6.826
C: -8.003 6.083 8.101
O: -5.873 8.407 4.724
C: -5.553 8.696 3.374
C: -6.371 7.913 2.365
H: -4.211 4.904 5.431
H: -3.150 5.829 6.492
H: -3.676 6.401 3.541
H: -2.162 5.833 4.256
H: -2.756 7.477 4.599
H: -8.813 6.157 6.080
H: -9.120 7.584 7.057
H: -7.159 5.402 7.953
H: -8.855 5.504 8.471
H: -7.697 6.789 8.879
H: -4.485 8.533 3.215
H: -5.735 9.765 3.226
H: -6.153 6.843 2.423
H: -6.148 8.248 1.348
H: -7.443 8.038 2.554

Here are the Mulliken charges for atoms 1 to 4, given in e: C -0.36; C -0.10; S 0.30; O -0.25

---

Per-record molecular weight, g/mol: 650.68, 494.77, 679.70